No. 1
2 unconnected molecules or ions with the total composition C4H10NS in a non-equilibrium geometry. Source: the Open Molecules 2025 dataset; level of theory: ωB97M-V/def2-TZVPD.

## Properties
LUMO level = -4.90 eV
spin multiplicity = 1
energy relative to the best compared isomer or geometry (same formula, charge and spin) = 66.8 kcal/mol
frontier orbital gap = 0.3370 hartree
total charge = +1

Element x y z (Å)
1 C -0.60356 -0.48758 -1.16402
2 C 0.92279 -0.67337 1.55674
3 C -0.63301 -0.58665 -2.65169
4 C 0.11479 1.75263 2.06993
5 N 0.00606 -1.23691 -0.39101
6 S -0.28398 -0.05356 2.53047
7 H -0.82413 0.43149 -0.68535
8 H 1.52977 -0.14901 0.94843
9 H -0.47891 -1.62213 -2.92808
10 H 0.23643 -0.17096 -3.19485
11 H -1.57556 -0.17904 -3.03498
12 H 1.18420 1.64068 1.95256
13 H 0.06483 2.45527 2.90659
14 H -0.57026 1.91984 1.22496
15 H 1.13029 -1.80270 1.58835
16 H 0.18352 -2.24024 -0.63068

---

No. 2
A gas-phase ion, C4H10NS2 (charge +1) in a non-equilibrium geometry. Source: the Open Molecules 2025 dataset; level of theory: ωB97M-V/def2-TZVPD.

## Properties
LUMO level = -3.10 eV
spin multiplicity = 1
energy relative to the best compared isomer or geometry (same formula, charge and spin) = 40.5 kcal/mol
frontier orbital gap = 0.3805 hartree
total charge = +1
SMILES = C[NH+](C)[C@]1(S)CS1

Element x y z (Å)
1 C 1.77175 -0.47505 -1.17694
2 C 1.16625 0.04468 0.10255
3 C -1.16152 0.39288 1.47847
4 C -1.26117 -0.43168 -0.72853
5 N -0.39562 -0.47392 0.48871
6 S 2.50609 -1.09010 0.33874
7 S 1.45965 1.72774 0.60602
8 H 1.09854 -1.24010 -1.80028
9 H 2.29864 0.13146 -1.73479
10 H -0.62044 0.40596 2.45947
11 H -1.11297 1.32294 1.06853
12 H -2.19402 0.11880 1.50931
13 H -0.98395 0.47785 -1.34613
14 H -1.14855 -1.31999 -1.25586
15 H -2.32742 -0.45526 -0.34296
16 H -0.25202 -1.32880 0.93272
17 H 1.15677 2.19257 -0.59900

---

No. 3
A gas-phase ion, C4H10NS2 (charge +1) in a non-equilibrium geometry. Source: the Open Molecules 2025 dataset; level of theory: ωB97M-V/def2-TZVPD.

## Properties
LUMO level = -4.06 eV
spin multiplicity = 1
energy relative to the best compared isomer or geometry (same formula, charge and spin) = 37.0 kcal/mol
frontier orbital gap = 0.3137 hartree
total charge = +1
SMILES = CC(C)([NH3+])SC=S

Element x y z (Å)
1 C -0.60315 1.24230 -2.16944
2 C 0.36173 0.21888 1.91494
3 C 1.33059 -0.52316 -0.36869
4 C 0.18600 0.00221 0.41212
5 N -1.11638 -0.76630 0.32383
6 S -1.14264 2.39789 -3.08501
7 S -0.26628 1.60096 -0.35485
8 H -0.64804 0.25384 -2.45389
9 H -0.21450 0.87993 2.45572
10 H 0.38633 -0.87354 2.34196
11 H 1.31687 0.59358 1.97733
12 H 1.10618 -1.15917 -1.12149
13 H 1.94487 -1.10863 0.23649
14 H 1.95510 0.20652 -0.89009
15 H -1.98420 -0.31429 0.69252
16 H -1.47356 -0.86992 -0.57563
17 H -1.13892 -1.78109 0.66418

---

No. 4
A molecular structure, C4H10O. Source: the Open Molecules 2025 dataset; level of theory: ωB97M-V/def2-TZVPD.

## Properties
LUMO level = 0.85 eV
spin multiplicity = 1
energy relative to the best compared isomer or geometry (same formula, charge and spin) = 119.1 kcal/mol
frontier orbital gap = 0.2804 hartree

Element x y z (Å)
1 C 1.82504 0.69075 0.41302
2 C 0.50089 -1.08491 -0.38767
3 C -0.54551 -0.10819 -0.47397
4 C -1.93000 -0.40278 0.07923
5 O 0.04193 1.00466 0.49922
6 H 1.93720 1.58034 1.04504
7 H 2.13534 0.88018 -0.60889
8 H 2.33626 -0.15128 0.86029
9 H 1.01662 -1.37926 -1.29794
10 H 0.37124 -1.88631 0.34168
11 H -0.59360 0.39706 -1.44569
12 H -2.46358 -1.06269 -0.61329
13 H -1.85144 -0.91086 1.04526
14 H -2.53695 0.50040 0.21247
15 H -0.24345 1.93288 0.33122